[1]
{
  "formula": "C45H100N6O3",
  "method": "ωB97M-V/def2-TZVPD",
  "de_lowest_kj_mol": 462.80,
  "homo_energy_ev": -16.04,
  "total_charge": 4,
  "energy_ha": -2327.26529,
  "e_lumo_ev": -7.7,
  "elements": ["N", "O", "O", "O", "C", "C", "C", "C", "N", "C", "C", "C", "C", "C", "H", "H", "H", "H", "H", "H", "H", "H", "H", "H", "H", "H", "H", "H", "H", "H", "H", "H", "H", "H", "C", "C", "C", "C", "N", "C", "C", "C", "C", "C", "H", "H", "H", "H", "H", "H", "H", "H", "H", "H", "H", "H", "H", "H", "H", "H", "H", "H", "H", "H", "C", "C", "C", "C", "N", "C", "C", "C", "C", "C", "H", "H", "H", "H", "H", "H", "H", "H", "H", "H", "H", "H", "H", "H", "H", "H", "H", "H", "H", "H", "C", "C", "C", "C", "N", "C", "C", "C", "C", "C", "H", "H", "H", "H", "H", "H", "H", "H", "H", "H", "H", "H", "H", "H", "H", "H", "H", "H", "H", "H", "C", "C", "C", "C", "N", "C", "C", "C", "C", "C", "H", "H", "H", "H", "H", "H", "H", "H", "H", "H", "H", "H", "H", "H", "H", "H", "H", "H", "H", "H"],
  "coordinates": [[18.7367, 9.8399, 11.6829], [19.1720, 9.1676, 10.7881], [18.8870, 9.5371, 12.8743], [18.0804, 10.8473, 11.5118], [17.2324, 12.5817, 14.2972], [16.9527, 11.3158, 15.1374], [16.9063, 11.6017, 16.6409], [16.4067, 10.2891, 17.3860], [16.5021, 10.4063, 18.9660], [16.0619, 9.1378, 19.6516], [15.5094, 9.4922, 20.9878], [14.9632, 10.9044, 20.9046], [15.4326, 11.4718, 19.5216], [17.9586, 10.7708, 19.4446], [16.3482, 13.2182, 14.2630], [17.4137, 12.4886, 13.2264], [18.1458, 13.0174, 14.7021], [17.7267, 10.5626, 14.9899], [16.0198, 10.8155, 14.8774], [16.2208, 12.4402, 16.7640], [17.9264, 11.8664, 16.9190], [17.1207, 9.4729, 17.2761], [15.3826, 10.0754, 17.0799], [16.8128, 8.3616, 19.7992], [15.2819, 8.7327, 19.0068], [16.1452, 9.2561, 21.8411], [14.7441, 8.7482, 21.2085], [15.2704, 11.4578, 21.7920], [13.8815, 11.0308, 20.8593], [15.7996, 12.4982, 19.5124], [14.6477, 11.4321, 18.7663], [18.1462, 10.5302, 20.4910], [18.2474, 11.7937, 19.2028], [18.5884, 10.0796, 18.8846], [25.2473, 14.5715, 7.2027], [25.3180, 14.2306, 8.7353], [23.9176, 14.1091, 9.3387], [23.8962, 13.9547, 10.8764], [22.4988, 13.8178, 11.5201], [22.6366, 13.7239, 13.0573], [21.6121, 12.7100, 13.5842], [21.0025, 12.1645, 12.2993], [21.9140, 12.4269, 11.1485], [21.4945, 14.8546, 11.0242], [24.4925, 15.3406, 7.0391], [24.8439, 13.6986, 6.6894], [26.2551, 14.9128, 6.9664], [25.8475, 15.1370, 9.0289], [25.9243, 13.3772, 9.0389], [23.2933, 13.4052, 8.7884], [23.5556, 15.1116, 9.1103], [24.1407, 14.8529, 11.4434], [24.4618, 13.0901, 11.2239], [22.7219, 14.7245, 13.4811], [23.6404, 13.3009, 13.0973], [20.9113, 13.0368, 14.3526], [22.2452, 11.8932, 13.9309], [19.9952, 12.5303, 12.0999], [20.9225, 11.0807, 12.3834], [21.3832, 12.6337, 10.2192], [22.6874, 11.6854, 10.9483], [21.3846, 14.7191, 9.9482], [21.9934, 15.8064, 11.2065], [20.7350, 14.7305, 11.7961], [26.5236, 8.8114, 18.3917], [25.2767, 9.1756, 19.2331], [24.0135, 8.3911, 18.8569], [23.7749, 8.2997, 17.3296], [22.3201, 7.8884, 16.8652], [21.2254, 8.8065, 17.5275], [20.4082, 9.3963, 16.3637], [21.4598, 9.5830, 15.2267], [22.2011, 8.2119, 15.3516], [22.0865, 6.3913, 16.9614], [26.4990, 8.9467, 17.3104], [26.6780, 7.7389, 18.2733], [27.4489, 9.2482, 18.7673], [25.0520, 10.2410, 19.1829], [25.4208, 8.8231, 20.2544], [23.2060, 8.8395, 19.4356], [24.1364, 7.3812, 19.2483], [24.2940, 7.4591, 16.8692], [23.7466, 9.3073, 16.9149], [20.5825, 8.2549, 18.2134], [21.7267, 9.6148, 18.0599], [19.6464, 8.7789, 15.8877], [19.9197, 10.2792, 16.7760], [21.1839, 9.5806, 14.1722], [22.1761, 10.3787, 15.4310], [21.5766, 7.4084, 14.9610], [23.1269, 8.0207, 14.8090], [22.3600, 6.0933, 17.9735], [22.6462, 5.8616, 16.1905], [21.0350, 6.2633, 16.7044], [17.5780, 10.7368, 6.0959], [16.4621, 10.9379, 7.1141], [16.8557, 11.7194, 8.4042], [16.2901, 13.1058, 8.5053], [16.1282, 13.6949, 9.8801], [15.5536, 15.1201, 9.7557], [16.4136, 15.9345, 10.6468], [17.8299, 15.4157, 10.3300], [17.6253, 13.9417, 10.3941], [15.1940, 12.9796, 10.8838], [18.3883, 10.1583, 6.5395], [17.9708, 11.6883, 5.7375], [17.2696, 10.1040, 5.2637], [15.9161, 10.0100, 7.2843], [15.7525, 11.4901, 6.4979], [17.9383, 11.8289, 8.3409], [16.5840, 11.0440, 9.2155], [15.3315, 13.2501, 8.0068], [16.9089, 13.8846, 8.0597], [14.4914, 15.1970, 9.9881], [15.6518, 15.4268, 8.7144], [16.3015, 15.5777, 11.6706], [16.3591, 17.0164, 10.5258], [18.5764, 15.8472, 10.9968], [18.1074, 15.8409, 9.3654], [17.6845, 13.5640, 11.4148], [18.2867, 13.3003, 9.8116], [15.3036, 13.4427, 11.8645], [15.4998, 11.9334, 10.8847], [14.2109, 12.9561, 10.4135], [20.6146, 1.9202, 7.4226], [21.7625, 3.0533, 7.3080], [22.2411, 3.5751, 8.6928], [21.0333, 4.2165, 9.4886], [21.4638, 5.5803, 10.2056], [21.6539, 6.7994, 9.2107], [22.4806, 7.6871, 10.0810], [23.5929, 6.7605, 10.4669], [22.7366, 5.5579, 10.9842], [20.2510, 6.0511, 11.0638], [20.1153, 1.7881, 6.4627], [19.8147, 2.1970, 8.1092], [21.0514, 0.9495, 7.6572], [21.5059, 3.7996, 6.5561], [22.6006, 2.6207, 6.7616], [23.0196, 4.3343, 8.6161], [22.4485, 2.6937, 9.2995], [20.6485, 3.5127, 10.2267], [20.1654, 4.5435, 8.9159], [20.7068, 7.3118, 9.0421], [22.0844, 6.3656, 8.3082], [21.8843, 8.3319, 10.7265], [22.9025, 8.4700, 9.4508], [24.0843, 7.3897, 11.2091], [24.3422, 6.6012, 9.6914], [22.4056, 5.8741, 11.9734], [23.1319, 4.5424, 10.9587], [19.3105, 6.1033, 10.5153], [20.6359, 6.8519, 11.6952], [20.0590, 5.2500, 11.7777]],
  "forces_ev_per_a": [[-1.0, 0.3, 2.4], [1.3, -1.3, -2.1], [1.4, -1.4, 1.7], [-1.3, 2.6, -1.9], [-0.3, -0.5, 0.0], [0.1, -0.5, -0.4], [-0.4, -1.1, -0.1], [1.8, 1.8, 1.4], [0.2, 2.0, 0.7], [-0.2, -0.5, -0.6], [-1.2, -1.0, 0.9], [0.0, 1.0, -0.6], [0.7, -1.2, 0.1], [-0.9, -0.9, -1.1], [0.2, 0.5, 0.9], [0.2, -1.2, 0.1], [-0.3, 0.7, 0.1], [0.1, 0.0, -0.4], [-0.1, 0.2, -0.4], [0.0, 0.0, 0.6], [-0.1, 0.2, 0.5], [-0.3, -0.2, -0.9], [0.1, -0.3, 0.4], [0.5, 0.3, -0.7], [0.0, 0.0, 0.0], [0.7, 0.8, -0.2], [-0.5, 0.1, -0.2], [0.3, 0.4, -0.4], [-0.1, -0.6, 0.3], [0.5, -0.3, 0.1], [-0.2, -0.1, 0.2], [-0.7, 0.2, 0.1], [-0.4, -0.1, 0.1], [0.1, 0.1, -0.1], [-0.5, -1.3, 1.5], [0.1, 0.5, -0.7], [0.2, 1.6, 0.7], [-1.2, 0.6, 0.3], [0.0, -2.1, -1.2], [0.9, 0.6, -1.0], [1.2, -0.1, -1.0], [-1.3, -1.5, 0.1], [-0.1, 2.0, -0.3], [2.2, -0.2, 1.7], [0.3, 0.4, 0.1], [0.7, 0.0, -0.6], [-0.4, -0.3, -0.8], [-0.2, -0.1, 1.2], [0.2, -0.1, -0.6], [0.1, -0.3, 0.2], [-0.8, 0.0, 0.1], [1.3, 0.2, -0.7], [0.1, 0.1, 0.0], [-0.4, 0.0, 0.0], [-0.1, 0.0, 0.6], [0.1, 0.1, -0.2], [-0.3, 0.2, 0.7], [0.0, 0.0, 0.1], [-0.5, 0.0, 0.1], [0.0, -0.6, 0.0], [0.2, 0.3, 0.4], [-0.8, -0.1, 0.4], [-0.2, 0.2, -0.1], [-0.9, 0.3, -1.0], [0.0, -0.7, -0.4], [0.4, -0.8, -0.9], [0.0, -0.8, -0.6], [-2.4, -0.1, 0.8], [0.0, 0.5, -0.5], [0.0, -0.9, -1.2], [0.7, 0.3, -0.9], [1.4, -1.5, 0.7], [-0.7, 0.0, 0.7], [-0.4, 1.1, 0.5], [-0.5, 1.3, -0.1], [0.0, -0.5, 1.2], [-0.2, 0.0, 0.0], [0.2, 0.0, 0.2], [0.4, 0.7, 0.1], [-0.3, 0.0, -0.4], [-0.1, -0.1, 0.0], [0.9, 0.9, -0.2], [1.2, -0.2, -0.4], [0.4, -0.3, 0.1], [0.1, -0.2, -0.1], [-0.2, -0.4, 0.6], [0.1, 0.3, -0.5], [-0.9, 0.6, 0.3], [-0.1, 0.1, 0.0], [-0.5, 0.3, 0.0], [0.4, 0.7, 0.5], [-0.3, -0.3, -0.2], [0.4, 0.2, 0.2], [0.0, -0.3, 0.5], [0.6, -0.8, 0.6], [-0.7, 0.8, -1.3], [0.2, -1.1, -0.9], [-1.2, 0.9, -0.2], [0.4, 1.0, 1.3], [-0.1, 0.0, -0.8], [1.6, -0.1, 0.7], [-0.4, 1.5, -0.6], [-0.8, -1.2, 0.2], [1.3, -1.0, -1.7], [0.3, 0.2, 0.1], [0.0, -0.1, -0.1], [-0.3, 0.4, -0.1], [0.4, -0.1, 0.5], [-0.5, 0.4, 0.4], [0.1, -0.3, 0.5], [0.3, 0.5, 0.4], [-0.3, -0.4, 0.1], [0.3, -0.4, -0.4], [0.1, -0.6, 0.1], [0.1, 0.0, 0.0], [-0.7, 0.7, 0.4], [-0.4, -0.2, 0.2], [-0.1, -0.5, 0.4], [0.1, -0.6, -0.4], [-0.2, 0.1, 0.0], [-0.2, 0.2, -0.1], [-0.3, 0.0, -0.3], [0.3, 0.1, 0.5], [-0.1, 0.5, 0.4], [1.1, 1.3, -0.6], [-0.5, -1.4, -0.2], [-2.6, 0.2, -0.3], [1.1, 1.3, -0.1], [-2.7, 0.4, -1.5], [-1.4, -0.8, 0.9], [0.8, 1.2, -3.4], [-0.3, 0.5, 1.8], [0.4, 0.5, 0.5], [1.4, -2.0, 1.0], [0.2, 0.1, -0.1], [0.2, -0.1, 0.3], [-0.1, 0.2, 0.4], [-0.6, 0.6, 0.6], [0.3, -0.4, 0.5], [0.4, -0.5, 0.0], [1.0, 0.2, -0.2], [0.2, 0.4, 0.4], [0.2, -0.1, -0.4], [-0.3, -0.7, -0.4], [0.3, 0.5, 0.1], [0.0, -0.9, 0.9], [0.2, 0.0, -0.4], [0.6, -1.1, 0.8], [-0.5, -0.3, -0.2], [0.4, -0.6, 0.3], [0.2, 0.3, 0.2], [0.5, 0.9, -0.3], [-0.8, 0.6, -0.7], [0.2, -0.3, 0.1]]
}

[2]
{
  "formula": "C3H6SSe",
  "method": "ωB97M-V/def2-TZVPD",
  "de_lowest_kj_mol": 197.19,
  "homo_energy_ev": -7.88,
  "energy_ha": -2917.37316,
  "e_lumo_ev": -0.4,
  "elements": ["C", "C", "C", "S", "Se", "H", "H", "H", "H", "H", "H"],
  "coordinates": [[1.3303, -1.6061, 0.2570], [-0.3601, -0.1950, 0.4623], [-0.0112, 1.0134, -0.2395], [2.2758, -1.7967, -0.9779], [-1.7150, 2.0619, -0.8008], [1.2332, -1.9987, 1.2919], [-0.4278, -0.2300, 1.4883], [-0.8135, -0.8256, -0.2530], [0.5417, 0.8145, -1.1892], [0.4970, 1.8399, 0.3315], [-2.5506, 0.9224, -0.3706]],
  "forces_ev_per_a": [[-2.3, 2.3, 1.6], [3.8, -1.9, -2.7], [0.6, 3.0, -0.7], [-0.2, 0.0, 0.2], [0.5, -1.0, 0.3], [0.6, -0.4, -1.0], [-0.8, -0.2, 2.0], [-1.4, -1.0, 0.3], [-0.5, 0.1, 0.7], [-0.2, -1.2, -0.4], [0.0, 0.3, -0.2]]
}

no.,HOMO-LUMO gap (eV)
1,8.32
2,7.52